(1)
Entry from OMol25: one molecule with the formula C4H10O2 in a non-equilibrium geometry (ωB97M-V/def2-TZVPD).

The geometry in XYZ format:
```
16
Properties=species:S:1:pos:R:3:forces:R:3:mulliken_charge:R:1
C -1.98106 -0.73526 -0.20370 0.25 -0.83 -0.41 -1.366
C -0.83298 0.16927 0.29998 -0.99 -0.81 0.55 0.511
C 0.51683 -0.48195 -0.00490 0.08 0.73 -0.23 -0.815
C 1.71973 0.43967 0.15550 -0.27 0.61 1.20 -0.449
H -1.83907 -1.77027 0.17469 -0.22 0.60 0.05 0.309
H -2.97202 -0.37641 0.09649 0.21 -0.01 0.12 0.398
H -2.00676 -0.85283 -1.31256 0.29 0.40 0.67 0.339
H -1.01778 0.31334 1.40289 0.53 -0.15 -0.74 0.195
H -1.74547 1.82689 -0.17470 0.06 -0.09 -0.02 0.320
H 0.50164 -0.76554 -1.04772 -0.07 -0.16 -0.48 0.357
H 0.64993 -1.40499 0.55224 -0.01 0.01 0.28 0.387
H 1.55597 1.40221 -0.36831 0.04 -0.59 -0.01 0.309
H 1.83057 0.72781 1.24805 0.06 -0.44 -0.94 0.246
H 3.63634 0.33500 -0.13895 -0.60 -0.67 -0.29 0.312
O -0.88868 1.42133 -0.34484 0.18 0.53 -0.20 -0.542
O 2.87280 -0.24830 -0.33416 0.45 0.86 0.46 -0.509
```
Forces are in eV/Å.

The HOMO-LUMO gap comes out at 11.00 eV. The SMILES is C[C@H](O)CCO. The HOMO energy comes out at -10.10 eV. Its energy relative to the best compared isomer or geometry (same formula, charge and spin) is 0.8576 eV. The total energy is -308.86664 hartree.

***

(2)
Entry from OMol25: a 2-piece molecular cluster, CH4IOP overall in a non-equilibrium geometry (ωB97M-V/def2-TZVPD).

The geometry in XYZ format:
```
8
Properties=species:S:1:pos:R:3:forces:R:3:mulliken_charge:R:1
C 1.80999 0.79055 -0.45112 -1.84 0.37 0.60 -0.320
O 1.23342 -0.23582 0.21959 0.70 0.19 -0.06 -0.192
P -0.07899 -1.15258 -0.06700 -0.22 0.03 -0.57 0.017
I -3.75300 0.48377 -0.25005 -0.58 0.62 -0.29 -0.054
H 1.12508 1.38477 -1.10439 0.72 -0.72 0.16 0.225
H 2.39103 1.35059 0.26509 0.60 0.10 -0.29 0.256
H 0.10292 -1.97331 1.06350 0.17 -0.06 0.17 0.041
H -2.83045 -0.64797 0.32438 0.46 -0.54 0.29 0.027
```
Forces are in eV/Å.

The HOMO-LUMO gap (spin up / spin down) comes out at 7.77 / 8.18 eV. The HOMO energy (spin up / spin down) comes out at -8.63 / -8.19 eV. Its energy relative to the best compared isomer or geometry (same formula, charge and spin) is 3.3491 eV. The total energy is -754.65937 hartree.

***

(3)
Entry from OMol25: one molecule with the formula C3H4O3 (ωB97M-V/def2-TZVPD).

The geometry in XYZ format:
```
10
Properties=species:S:1:pos:R:3:forces:R:3:mulliken_charge:R:1
O 0.46943 -1.01974 -1.66156 -0.11 0.02 0.26 -0.378
C 0.44660 -0.08598 -0.75145 0.08 -0.03 -0.26 -0.117
C 0.34674 -0.33908 0.69024 -0.03 -0.24 -0.14 0.359
O 1.61519 -0.25852 0.85763 -0.04 0.03 0.13 -0.628
C -1.31585 1.19170 0.25712 0.08 0.04 0.48 -0.316
O -0.57233 0.80226 1.22016 -0.20 0.17 -0.34 -0.249
H 0.05586 -1.83173 -1.32567 0.07 0.08 -0.06 0.360
H 0.85766 0.85886 -1.07609 -0.06 -0.07 0.07 0.361
H -0.21276 -1.23525 1.02784 0.11 0.11 -0.02 0.400
H -1.99717 1.96066 0.68833 0.10 -0.11 -0.11 0.209
```
Forces are in eV/Å.

The HOMO-LUMO gap comes out at 8.97 eV. The HOMO energy comes out at -8.74 eV. Its energy relative to the best compared isomer or geometry (same formula, charge and spin) is 5.7806 eV. The total energy is -342.24350 hartree.

***

(4)
Entry from OMol25: one molecule with the formula C4H5NO2 (ωB97M-V/def2-TZVPD).

The geometry in XYZ format:
```
12
Properties=species:S:1:pos:R:3:forces:R:3:mulliken_charge:R:1
C -1.67441 -0.62765 0.09373 -0.15 0.04 0.06 -1.039
C -0.25599 -0.26369 0.32659 -0.02 0.17 -0.34 0.366
C 0.46593 0.87982 0.22284 -0.18 -0.28 -0.05 0.520
O 0.02546 2.15251 0.25430 0.17 0.12 0.08 -0.505
N 1.78260 0.60188 -0.07405 -0.11 -0.24 -0.14 -0.617
C 1.80018 -0.68709 -0.17034 0.15 0.12 -0.31 0.006
O 0.64335 -1.28722 0.10074 0.06 -0.04 -0.31 -0.340
H -1.69609 -1.23878 -0.81756 -0.15 0.08 0.17 0.282
H -2.14672 -1.20021 0.89575 0.08 0.13 0.00 0.273
H -2.25018 0.27860 -0.09930 -0.02 -0.07 0.14 0.317
H 0.76358 2.68811 -0.07280 -0.19 0.02 0.13 0.366
H 2.54229 -1.29626 -0.65989 0.36 -0.06 0.59 0.370
```
Forces are in eV/Å.

The HOMO-LUMO gap comes out at 9.42 eV. The SMILES is Cc1ocnc1O. The HOMO energy comes out at -8.53 eV. Its energy relative to the best compared isomer or geometry (same formula, charge and spin) is 0.8934 eV. The total energy is -360.63659 hartree.